A structure of composition C12H4Cl5N2O4Pt at a distorted geometry, computed with the ωB97M-V functional and the def2-TZVPD basis.

Properties
DFT total energy ... -3290.25035 a.u.
Expectation value of S² ... 2.0097
HOMO energy (alpha / beta) ... -4.5 / -4.4 eV
Charge ... -1
LUMO energy (alpha / beta) ... 2.28 / 1.21 eV
Strongest force on any atom ... 1.1 eV/A
Multiplicity ... 3
Energy above the lowest of the compared OMol25 structures with the same formula, charge and spin ... 118.3 kcal per mole

CARTESIAN COORDINATES (ANGSTROEM)
Pt -0.03 0.04 0.13
O 1.75 3.72 0.22
C 1.05 2.47 0.21
O 1.74 1.38 0.21
C -0.98 2.73 -0.04
C -1.95 3.81 0.14
C -3.27 3.54 0.19
C -3.77 2.21 0.00
C -2.86 1.24 -0.25
N -1.54 1.46 -0.37
H -1.54 4.80 0.30
H -3.97 4.35 0.37
H -4.83 1.99 0.03
H -3.18 0.21 -0.42
O 0.76 4.25 -0.73
N 0.19 2.93 -0.96
O -0.06 2.50 1.11
Cl 1.06 -1.83 -2.45
C 0.45 -2.70 -1.09
C -0.02 -1.98 0.02
C -0.51 -2.73 1.09
Cl -1.14 -1.89 2.47
C -0.52 -4.12 1.08
Cl -1.14 -5.00 2.44
C -0.04 -4.80 -0.03
Cl -0.05 -6.53 -0.05
C 0.45 -4.09 -1.12
Cl 1.05 -4.94 -2.50

---

A cluster of 3 separate species, C17H21F7O4PS in total, computed with the ωB97M-V functional and the def2-TZVPD basis.

Properties
DFT total energy ... -2400.00031 a.u.
HOMO energy ... -3.3 eV
Charge ... -1
LUMO energy ... 2.06 eV
Strongest force on any atom ... 0.6 eV/A

CARTESIAN COORDINATES (ANGSTROEM)
C -6.71 1.28 1.43
C -6.57 0.78 0.01
C -7.70 0.79 -0.81
C -7.65 0.35 -2.12
C -6.44 -0.09 -2.64
C -5.31 -0.12 -1.83
C -5.36 0.31 -0.51
C -4.10 0.27 0.35
C -3.06 -0.76 -0.07
F -1.85 -0.39 0.69
P -3.40 -2.40 0.51
S -5.27 -3.03 0.60
H -5.78 1.65 1.84
H -7.04 0.46 2.08
H -7.46 2.08 1.48
H -8.64 1.14 -0.40
H -8.53 0.36 -2.74
H -6.39 -0.44 -3.66
H -4.37 -0.50 -2.22
H -4.37 0.20 1.41
H -3.62 1.25 0.22
H -2.70 -2.57 1.73
H -2.67 -3.28 -0.31
C -0.59 2.62 -0.46
C 0.32 2.19 0.67
O 1.65 1.86 0.17
C 2.46 2.87 -0.04
O 2.26 4.04 0.12
C 3.82 2.33 -0.53
F 3.69 1.40 -1.48
F 4.50 1.79 0.50
F 4.57 3.32 -1.03
H -0.64 1.84 -1.22
H -1.60 2.78 -0.07
H -0.24 3.54 -0.93
H -0.05 1.28 1.13
H 0.41 2.96 1.43
C 6.33 -0.65 -0.15
C 7.77 -0.95 0.20
O 7.88 -2.12 1.03
C 7.86 -3.29 0.40
O 7.78 -3.48 -0.77
C 8.03 -4.43 1.43
F 7.25 -4.26 2.49
F 9.31 -4.47 1.85
F 7.74 -5.60 0.87
H 5.72 -0.56 0.75
H 6.27 0.28 -0.71
H 5.90 -1.45 -0.77
H 8.19 -0.15 0.80
H 8.39 -1.07 -0.68

---

An isolated molecule of C2H5IN2OS at a distorted geometry, computed with the ωB97M-V functional and the def2-TZVPD basis.

Properties
DFT total energy ... -959.75613 a.u.
HOMO energy ... -9.3 eV
LUMO energy ... -0.19 eV
Strongest force on any atom ... 2.3 eV/A
Energy above the lowest of the compared OMol25 structures with the same formula, charge and spin ... 29.8 kcal per mole

CARTESIAN COORDINATES (ANGSTROEM)
C -0.76 -0.02 -2.14
C -0.17 -0.16 1.33
N -1.00 -0.66 -1.10
N 0.75 0.83 1.85
O 1.55 -0.48 -0.58
S 0.36 -1.22 -0.20
I -2.15 0.16 -3.76
H 0.31 0.42 -2.21
H -0.61 -0.77 2.15
H -0.88 0.53 0.92
H 1.18 0.48 2.69
H 1.42 0.88 1.04

---

A cluster of 2 separate species, C2H9NS in total at a distorted geometry, computed with the ωB97M-V functional and the def2-TZVPD basis.

Properties
DFT total energy ... -534.47639 a.u.
HOMO energy ... -8.9 eV
LUMO energy ... 0.61 eV
Strongest force on any atom ... 4.2 eV/A
SMILES ... CCN.S
Energy above the lowest of the compared OMol25 structures with the same formula, charge and spin ... 33.4 kcal per mole

CARTESIAN COORDINATES (ANGSTROEM)
C 0.82 1.04 -0.73
C 0.36 -0.27 -1.29
N -0.14 -1.32 -0.30
H 0.89 1.80 -1.67
H 0.04 1.40 -0.05
H 1.76 0.96 -0.33
H -0.36 -0.07 -2.06
H 1.16 -0.79 -1.80
H -0.94 -0.96 0.29
H 0.62 -1.67 0.30
S -1.62 -0.42 2.56
H -0.28 -0.28 2.91
H -2.30 0.58 2.16

---

A cluster of 2 separate species, C2H5NP2 in total at a distorted geometry, computed with the ωB97M-V functional and the def2-TZVPD basis.

Properties
DFT total energy ... -816.53948 a.u.
HOMO energy ... -9.6 eV
LUMO energy ... 0.01 eV
Strongest force on any atom ... 6.2 eV/A
Energy above the lowest of the compared OMol25 structures with the same formula, charge and spin ... 55.7 kcal per mole

CARTESIAN COORDINATES (ANGSTROEM)
C 0.99 1.05 -0.52
C 0.20 -0.06 -0.21
N 1.68 1.95 -0.58
P 1.15 -1.23 0.81
P -1.56 0.29 0.22
H -0.22 -0.70 -1.53
H 1.52 -0.17 1.69
H 0.09 -1.66 1.59
H -1.72 1.17 -0.94
H -2.12 -0.64 -0.52

---

A cluster of 2 separate species, C4H13N2O2 in total at a distorted geometry, computed with the ωB97M-V functional and the def2-TZVPD basis.

Properties
DFT total energy ... -419.47617 a.u.
Expectation value of S² ... 0.7551
HOMO energy (alpha / beta) ... -19.8 / -19.8 eV
Charge ... +2
LUMO energy (alpha / beta) ... -8.21 / -13.08 eV
Strongest force on any atom ... 3.3 eV/A
Multiplicity ... 2
Energy above the lowest of the compared OMol25 structures with the same formula, charge and spin ... 16.8 kcal per mole

CARTESIAN COORDINATES (ANGSTROEM)
C 2.11 -0.84 -0.09
C 0.81 -0.60 -0.79
C -0.28 -0.09 0.28
C -1.55 0.44 -0.38
N -2.18 1.45 0.20
O -1.69 0.29 -1.62
N 0.14 -1.77 -1.54
H 2.69 -1.71 -0.37
H 1.92 -1.25 0.93
H 2.71 0.08 -0.04
H 0.81 0.24 -1.49
H -0.50 -0.95 0.94
H 0.04 0.78 0.94
H -2.05 1.45 1.22
H -3.01 1.85 -0.17
H 0.05 -2.61 -0.97
H 0.75 -2.08 -2.31
H -0.73 -1.34 -1.91
H 0.14 2.89 2.02
H 0.00 1.77 3.03
O -0.19 2.00 2.12

---

An isolated molecule of C2H2Cl3P at a distorted geometry, computed with the ωB97M-V functional and the def2-TZVPD basis.

Properties
DFT total energy ... -1799.35055 a.u.
HOMO energy ... -9.8 eV
LUMO energy ... 0.05 eV
Strongest force on any atom ... 2.7 eV/A
SMILES ... C=C(Cl)P(Cl)Cl
Energy above the lowest of the compared OMol25 structures with the same formula, charge and spin ... 9.1 kcal per mole

CARTESIAN COORDINATES (ANGSTROEM)
C -1.33 0.04 0.12
C -0.15 0.49 -0.26
Cl 0.25 2.16 -0.45
P 1.42 -0.41 -0.73
Cl 2.45 0.18 1.03
Cl 0.96 -2.22 -0.25
H -1.55 -1.04 -0.01
H -2.06 0.79 0.55

---

A structure of composition C6H12N3S at a distorted geometry, computed with the ωB97M-V functional and the def2-TZVPD basis.

Properties
DFT total energy ... -797.90719 a.u.
HOMO energy ... -13.4 eV
Charge ... +1
LUMO energy ... -3.01 eV
Strongest force on any atom ... 4.5 eV/A
Energy above the lowest of the compared OMol25 structures with the same formula, charge and spin ... 77.2 kcal per mole

CARTESIAN COORDINATES (ANGSTROEM)
C 1.70 1.17 -0.20
C -1.57 -0.63 -1.99
C -1.09 0.58 -1.88
C -0.09 1.26 1.17
C 1.16 -1.00 2.17
C -1.85 1.58 -1.03
N 0.80 1.87 0.31
N 1.64 -0.18 0.02
N 0.62 -0.47 0.96
S -1.80 1.20 0.83
H 2.39 1.81 -0.82
H -0.79 -1.41 -2.28
H -2.41 -0.92 -1.31
H -0.22 0.80 -2.44
H 0.17 1.46 2.25
H 2.04 -0.47 2.39
H 0.50 -0.82 3.08
H 1.35 -2.07 2.15
H -2.84 1.75 -1.13
H -1.36 2.56 -1.17
H 1.86 -0.87 -0.74
H -0.12 -1.02 0.60

---

A structure of composition C3H8BaBrN2O4S2 at a distorted geometry, computed with the ωB97M-V functional and the def2-TZVPD basis.

Properties
DFT total energy ... -3925.13785 a.u.
HOMO energy ... -13.3 eV
Charge ... +1
LUMO energy ... -5.72 eV
Strongest force on any atom ... 3.0 eV/A
Energy above the lowest of the compared OMol25 structures with the same formula, charge and spin ... 0.0 kcal per mole

CARTESIAN COORDINATES (ANGSTROEM)
C 2.62 0.99 0.41
C 1.51 0.02 0.82
C 0.77 -0.58 -0.37
Br 1.93 -1.73 -1.39
S -0.61 -1.63 0.25
O 0.07 -2.58 1.06
O -1.28 -2.12 -0.95
N -1.56 -0.74 1.23
S -2.53 0.21 0.45
N -1.61 1.29 -0.52
O -3.26 1.05 1.33
O -3.40 -0.48 -0.52
H 2.20 1.97 0.17
H 3.18 0.63 -0.45
H 3.32 1.13 1.24
H 0.76 0.59 1.39
H 1.87 -0.77 1.47
H 0.41 0.20 -1.02
H -0.70 1.51 -0.12
H -1.50 0.90 -1.42
Ba -2.19 0.14 -3.05